(1)
Here is C54H56BrN2O3P2Ti as an isolated structure at a distorted geometry from the OMol25 dataset. Energies are from wB97M-V/def2-TZVPD.

## Properties
F_max = 0.0359 Eh/bohr
charge = +3
HOMO-LUMO gap = 0.23860 hartree
HOMO = -14.61 eV
2S+1 = 1

Each line ends with the Mulliken charge.
Geometry (Å):
1 Ti 0.014 -1.511 0.799  -0.766
2 C -1.759 2.056 -5.409  -0.389
3 C -2.107 0.591 -5.712  -1.239
4 P -1.503 -0.397 -4.310  1.342
5 C -2.399 -1.921 -4.003  1.053
6 C -2.528 -2.812 -5.070  -0.770
7 C -3.159 -4.029 -4.871  -0.838
8 C -3.690 -4.337 -3.626  -0.673
9 C -3.584 -3.437 -2.573  -1.010
10 C -2.920 -2.235 -2.747  -0.045
11 C 0.236 -0.751 -4.568  0.973
12 C 0.948 -0.228 -5.647  -1.069
13 C 2.289 -0.548 -5.797  -0.933
14 C 2.918 -1.382 -4.883  -0.847
15 C 2.203 -1.915 -3.817  -0.347
16 C 0.868 -1.598 -3.658  0.000
17 C -2.319 2.435 -4.036  -1.819
18 P -1.824 1.214 -2.743  1.417
19 C -3.463 0.884 -1.948  1.577
20 C -4.379 0.407 -2.898  -1.144
21 C -5.719 0.287 -2.588  -0.979
22 C -6.173 0.653 -1.327  -0.877
23 C -5.268 1.098 -0.380  -1.026
24 C -3.915 1.211 -0.678  -0.187
25 C -0.060 1.639 -2.334  2.062
26 C 0.370 2.801 -2.987  -0.995
27 C 1.706 3.162 -3.006  -1.307
28 C 2.645 2.396 -2.347  -0.859
29 C 2.236 1.271 -1.653  -1.486
30 C 0.908 0.874 -1.631  1.377
31 H -2.207 2.694 -6.170  0.536
32 H -0.680 2.218 -5.449  0.217
33 H -1.641 0.245 -6.635  0.695
34 H -3.185 0.463 -5.820  0.518
35 H -2.142 -2.563 -6.053  0.443
36 H -3.239 -4.730 -5.691  0.492
37 H -4.178 -5.291 -3.470  0.481
38 H -4.021 -3.681 -1.613  0.540
39 H -2.819 -1.543 -1.921  0.407
40 H 0.480 0.407 -6.388  0.324
41 H 2.839 -0.154 -6.641  0.494
42 H 3.966 -1.624 -5.005  0.475
43 H 2.685 -2.582 -3.113  0.558
44 H 0.308 -2.006 -2.828  -0.559
45 H -3.406 2.445 -4.076  0.721
46 H -2.018 3.437 -3.732  0.743
47 H -4.050 0.121 -3.888  0.148
48 H -6.409 -0.070 -3.341  0.540
49 H -7.227 0.598 -1.091  0.464
50 H -5.612 1.389 0.604  0.529
51 H -3.256 1.556 0.088  0.778
52 H -0.326 3.450 -3.494  0.444
53 H 1.999 4.055 -3.542  0.503
54 H 3.689 2.680 -2.363  0.563
55 H 2.960 0.688 -1.096  0.510
56 H 0.731 0.010 -0.999  -0.703
57 O 6.305 1.587 4.769  -0.494
58 C 6.399 0.678 3.787  0.185
59 O 7.442 0.382 3.291  -0.494
60 C 5.107 0.080 3.292  0.003
61 C 4.004 0.877 3.010  -0.757
62 C 2.876 0.319 2.431  1.510
63 C 2.831 -1.040 2.163  -1.188
64 C 3.936 -1.844 2.449  -0.283
65 C 5.072 -1.278 2.996  -1.126
66 N 1.680 -1.630 1.576  1.111
67 C 1.247 -2.829 2.094  -1.356
68 C 0.649 -3.745 1.213  0.469
69 C 0.365 -5.097 1.530  -1.156
70 C 0.094 -5.972 0.526  -0.468
71 C 0.086 -5.494 -0.805  -1.063
72 C 0.210 -4.166 -1.047  0.061
73 N 0.395 -3.235 -0.059  0.283
74 H 5.438 1.618 5.188  0.385
75 H 4.035 1.941 3.215  0.818
76 H 2.014 0.920 2.198  -0.175
77 H 3.908 -2.898 2.202  0.651
78 H 5.946 -1.882 3.202  0.488
79 H 1.506 -3.107 3.109  0.603
80 H 0.453 -5.416 2.560  0.553
81 H -0.072 -7.021 0.731  0.505
82 H -0.012 -6.183 -1.633  0.528
83 H 0.186 -3.812 -2.066  0.567
84 C 1.757 1.582 6.181  -1.866
85 C 0.501 0.700 6.129  1.831
86 C 0.886 -0.711 6.591  -1.789
87 C -0.571 1.277 7.067  -1.734
88 C -0.061 0.664 4.712  0.161
89 C -0.715 -0.457 4.230  -0.753
90 C -1.059 -0.486 2.897  -0.058
91 Br -2.123 -1.995 2.226  -0.180
92 C -0.719 0.510 1.952  1.570
93 O -0.777 0.120 0.637  1.102
94 C -0.288 1.763 2.492  -1.435
95 C 0.025 1.757 3.851  -0.328
96 C -0.029 3.107 1.767  2.621
97 C 1.430 3.151 1.286  -1.359
98 C -0.265 4.301 2.707  -2.124
99 C -0.944 3.351 0.574  -1.044
100 H 2.239 1.464 7.151  0.535
101 H 1.518 2.640 6.066  0.354
102 H 2.473 1.287 5.410  0.415
103 H 1.390 -0.655 7.555  0.472
104 H 1.570 -1.179 5.877  0.342
105 H 0.018 -1.357 6.733  0.374
106 H -0.181 1.349 8.083  0.465
107 H -1.453 0.634 7.090  0.381
108 H -0.879 2.274 6.745  0.338
109 H -0.976 -1.282 4.877  0.518
110 H 0.395 2.681 4.269  0.243
111 H 2.117 3.109 2.133  -0.040
112 H 1.613 4.089 0.759  0.702
113 H 1.652 2.327 0.609  0.122
114 H 0.511 4.409 3.464  0.511
115 H -1.237 4.234 3.198  0.428
116 H -0.249 5.218 2.116  0.469
117 H -1.030 2.464 -0.039  -0.515
118 H -0.526 4.146 -0.047  0.541
119 H -1.929 3.679 0.905  0.509

---

(2)
Here is a 2-piece molecular cluster, C4H8NO2 overall at a distorted geometry from the OMol25 dataset. Energies are from wB97M-V/def2-TZVPD.

## Properties
F_max = 0.0851 Eh/bohr
charge = -1
HOMO-LUMO gap (spin up / spin down) = 0.26833 / 0.27847 hartree
HOMO (spin up / spin down) = -3.13 / -3.38 eV
2S+1 = 1
ΔE to the lowest compared entry with this formula, charge and spin = 207.58 kcal/mol

Each line ends with the natural charge from an NBO analysis.
Geometry (Å):
1 C 0.207 -2.072 -0.285  -0.194
2 C 0.576 1.573 -0.932  -0.618
3 C -1.279 0.158 0.047  -0.428
4 C -0.364 1.309 0.275  -0.463
5 N 0.916 -2.175 0.808  0.329
6 O 1.224 -3.384 1.012  -0.564
7 O 1.518 -1.237 1.394  -0.553
8 H -0.581 -2.754 -0.541  0.150
9 H -0.022 2.312 -1.581  0.160
10 H 1.417 2.232 -0.834  0.200
11 H 0.607 0.617 -1.335  0.242
12 H -1.629 -0.181 1.020  0.178
13 H -2.004 0.094 -0.809  0.172
14 H -0.872 2.303 0.501  0.167
15 H 0.286 1.205 1.260  0.220

---

(3)
Here is C31H50AsN4O10PSTa as an isolated structure from the OMol25 dataset. Energies are from wB97M-V/def2-TZVPD.

## Properties
F_max = 0.0049 Eh/bohr
charge = +1
HOMO-LUMO gap = 0.25954 hartree
HOMO = -9.79 eV
2S+1 = 1
ΔE to the lowest compared entry with this formula, charge and spin = 20.94 kcal/mol

Each line ends with the Mulliken charge.
Geometry (Å):
1 Ta -0.370 -0.086 0.728  1.267
2 O -2.219 -2.363 3.145  -0.669
3 C -1.193 -2.280 2.520  -0.417
4 O -0.581 -1.083 2.389  0.749
5 C -0.492 -3.442 1.906  0.343
6 C -0.977 -4.694 2.293  -1.156
7 C -0.408 -5.861 1.829  -0.713
8 C 0.667 -5.784 0.952  -0.624
9 C 1.149 -4.554 0.548  -1.035
10 C 0.587 -3.360 1.009  0.781
11 S 1.349 -1.891 0.384  0.118
12 H -1.819 -4.718 2.970  0.502
13 H -0.798 -6.820 2.140  0.410
14 H 1.126 -6.687 0.571  0.425
15 H 1.972 -4.500 -0.152  0.516
16 O -3.226 -2.496 -0.993  -0.654
17 C -2.655 -1.628 -0.409  0.897
18 O -1.328 -1.498 -0.316  -0.701
19 C -3.337 -0.477 0.357  -0.395
20 O -4.506 -0.195 0.279  -0.660
21 O -2.449 0.177 1.058  -0.571
22 C 2.191 -0.151 5.617  -0.914
23 N 2.342 -0.156 4.173  0.403
24 C 3.555 -0.740 3.623  -0.715
25 C 1.399 0.318 3.376  0.398
26 O 1.511 0.398 2.146  0.345
27 H 2.973 0.453 6.079  0.356
28 H 2.257 -1.168 6.002  0.321
29 H 1.221 0.264 5.884  0.284
30 H 4.398 -0.055 3.725  0.280
31 H 3.383 -0.972 2.575  -0.018
32 H 3.779 -1.659 4.164  0.418
33 H 0.487 0.637 3.890  -0.528
34 C -3.868 -3.193 -5.247  -1.581
35 C -3.396 -2.004 -4.469  0.558
36 C -2.051 -1.856 -4.148  -0.827
37 C -1.598 -0.821 -3.353  1.104
38 C -0.123 -0.713 -3.097  -1.189
39 C -2.543 0.116 -2.873  0.224
40 C -2.205 1.144 -1.924  -0.555
41 O -1.293 1.126 -1.089  -0.883
42 C -3.901 0.042 -3.278  0.885
43 C -4.938 1.045 -2.844  -1.793
44 C -4.299 -1.032 -4.048  -0.941
45 H -3.083 -3.587 -5.891  0.403
46 H -4.738 -2.951 -5.856  0.400
47 H -4.159 -3.985 -4.553  0.297
48 H -1.336 -2.576 -4.527  0.454
49 H 0.420 -1.123 -3.951  0.830
50 H 0.161 -1.294 -2.217  0.078
51 H 0.202 0.314 -2.938  -0.023
52 H -2.842 2.038 -1.934  0.212
53 H -5.109 0.993 -1.768  0.278
54 H -5.883 0.830 -3.338  0.423
55 H -4.656 2.066 -3.106  0.411
56 H -5.342 -1.123 -4.325  0.381
57 C 3.358 2.285 -3.220  -1.101
58 N 2.235 1.972 -2.342  0.710
59 C 1.104 2.875 -2.538  -0.857
60 P 2.465 1.306 -0.850  -0.800
61 O 1.082 0.908 -0.359  2.289
62 N 3.551 0.120 -1.091  0.605
63 C 3.447 -0.797 -2.226  -0.987
64 C 4.466 -0.348 -0.055  -1.175
65 N 3.139 2.319 0.253  0.706
66 C 4.452 2.895 -0.020  -1.131
67 C 2.327 3.136 1.147  -0.517
68 H 3.700 3.315 -3.082  0.300
69 H 3.042 2.168 -4.258  0.368
70 H 4.192 1.613 -3.039  0.342
71 H 1.411 3.920 -2.421  0.373
72 H 0.314 2.651 -1.827  0.004
73 H 0.709 2.749 -3.549  0.292
74 H 2.720 -0.432 -2.947  0.326
75 H 3.128 -1.781 -1.879  0.160
76 H 4.419 -0.886 -2.715  0.403
77 H 4.400 0.287 0.824  0.249
78 H 5.491 -0.335 -0.435  0.396
79 H 4.205 -1.368 0.232  0.302
80 H 5.015 2.270 -0.710  0.355
81 H 5.017 2.969 0.911  0.366
82 H 4.365 3.899 -0.448  0.271
83 H 1.343 2.699 1.280  -0.251
84 H 2.226 4.155 0.755  0.325
85 H 2.818 3.193 2.122  0.267
86 C -2.709 1.095 3.838  -0.999
87 As -2.074 2.276 2.477  0.830
88 C -1.400 3.831 3.376  -1.216
89 C -3.436 2.892 1.286  -1.150
90 O -0.667 1.713 1.697  -0.419
91 H -3.561 1.565 4.330  0.544
92 H -1.910 0.948 4.564  0.300
93 H -2.983 0.136 3.407  0.183
94 H -2.160 4.250 4.035  0.451
95 H -1.108 4.575 2.636  0.369
96 H -0.528 3.539 3.957  0.300
97 H -3.994 3.690 1.775  0.525
98 H -4.088 2.063 1.018  0.266
99 H -2.932 3.283 0.402  0.240

---

(4)
Here is C18H27ClNO4P2Zn as an isolated structure at a distorted geometry from the OMol25 dataset. Energies are from wB97M-V/def2-TZVPD.

## Properties
F_max = 0.0615 Eh/bohr
charge = +1
HOMO-LUMO gap = 0.21436 hartree
HOMO = -9.13 eV
2S+1 = 1
ΔE to the lowest compared entry with this formula, charge and spin = 18.15 kcal/mol

Each line ends with the natural charge from an NBO analysis.
Geometry (Å):
1 Zn 0.165 0.243 0.126  1.403
2 P -1.074 -0.626 1.864  0.645
3 C -2.064 0.864 2.422  -0.782
4 C -1.802 2.033 1.572  0.214
5 N -0.705 2.072 0.712  -0.736
6 C -0.392 3.201 0.024  0.227
7 C -0.987 4.402 0.435  -0.318
8 C -2.058 4.432 1.344  -0.139
9 C -2.574 3.217 1.755  -0.258
10 C 0.705 3.176 -1.077  -0.734
11 P 0.785 1.512 -1.909  0.767
12 H -3.513 3.164 2.291  0.225
13 H -0.543 5.333 0.094  0.220
14 H -2.542 5.376 1.624  0.232
15 H 0.613 3.962 -1.855  0.255
16 H 1.681 3.334 -0.592  0.262
17 H -4.858 -0.847 -0.621  0.503
18 H -3.166 0.700 2.533  0.227
19 H -1.557 -1.082 -2.036  0.556
20 O -4.238 -0.729 -1.420  -0.988
21 H -4.489 0.062 -1.932  0.488
22 H 0.003 -1.259 -1.376  0.534
23 O -0.722 -1.502 -2.195  -0.842
24 H -0.740 -2.458 -2.434  0.567
25 C -0.409 1.746 -3.248  -0.956
26 H -0.143 2.630 -3.841  0.250
27 H -0.380 0.865 -3.901  0.242
28 H -1.417 1.893 -2.838  0.253
29 C 2.405 1.417 -2.697  -0.955
30 H 2.465 0.475 -3.244  0.252
31 H 2.585 2.209 -3.425  0.252
32 H 3.221 1.428 -1.970  0.270
33 C -0.017 -0.595 3.402  -0.923
34 H -0.768 -0.280 4.144  0.258
35 H 0.470 -1.517 3.771  0.233
36 H 0.734 0.210 3.324  0.249
37 C -1.830 -2.328 1.787  -0.927
38 H -1.080 -3.122 1.618  0.251
39 H -2.360 -2.591 2.716  0.249
40 H -2.525 -2.390 0.934  0.231
41 Cl 7.057 -4.542 1.510  0.054
42 C 5.665 -3.643 1.057  -0.011
43 C 5.391 -2.458 1.757  -0.235
44 C 4.248 -1.734 1.420  -0.124
45 C 3.371 -2.170 0.414  -0.222
46 C 3.658 -3.346 -0.290  -0.133
47 C 4.813 -4.082 0.023  -0.240
48 C 2.172 -1.339 0.145  0.813
49 O 2.113 -0.186 0.702  -0.783
50 O 1.174 -1.759 -0.603  -0.833
51 H 6.027 -2.090 2.564  0.243
52 H 4.023 -0.798 1.916  0.243
53 H 3.011 -3.690 -1.099  0.228
54 H 5.086 -5.016 -0.481  0.241